The following is a DFT calculation (the ωB97M-V functional and the def2-TZVPD basis) of C20H20BrN4O2Sc as an isolated structure.

Last column: Mulliken charge in e.
Element x y z (Å)
H 1.133 -5.322 -0.833  0.4212
C 4.110 6.591 2.306  -0.6111
H 4.081 2.642 1.575  0.4178
H 2.287 7.406 -0.436  0.4059
C 4.035 5.213 2.223  -0.4889
C -5.879 1.389 0.690  -0.7818
H -4.169 0.119 0.864  0.3937
C 3.271 4.614 1.214  0.6038
C 0.698 -4.427 -0.425  -0.1714
C 0.816 2.843 0.533  -0.1358
C -0.619 -3.215 0.834  -0.3931
C -0.869 -5.682 1.128  -0.7804
C -4.560 1.047 0.470  -0.5175
H 1.637 -2.690 -1.377  0.4268
H 3.539 8.453 1.415  0.4089
H -1.386 -2.968 1.552  0.4548
N 0.098 -2.347 0.114  -0.0493
N -0.097 2.040 0.116  -0.2494
H -2.101 1.335 -1.587  0.1523
C 3.461 7.375 1.360  -0.4236
H -5.928 4.334 -1.002  0.4452
H 4.687 7.053 3.095  0.4089
C 2.647 5.411 0.247  -0.4241
C -2.289 1.493 -0.514  0.3638
N -1.391 2.538 -0.061  -0.3056
O -3.491 3.956 -1.527  -0.6240
Br 2.418 0.504 0.801  -0.1407
H -1.743 3.064 0.733  0.3536
H -7.405 2.853 0.325  0.3999
C -6.373 2.577 0.161  -0.4122
H -1.944 -5.679 0.975  0.3491
H -6.521 0.735 1.262  0.4166
H -2.576 3.669 -1.604  0.3294
C -5.557 3.411 -0.578  -0.6653
H -0.436 -6.539 0.622  0.2828
C 0.934 -3.119 -0.683  -0.7045
H 0.590 3.890 0.723  0.6945
H 4.555 4.596 2.945  0.3848
C 3.201 3.162 1.210  -0.7364
Sc -0.157 -0.183 0.125  1.1946
C -4.228 3.071 -0.794  0.5261
C 2.150 2.407 0.829  0.3933
C -3.716 1.883 -0.264  0.5057
C 2.745 6.788 0.324  -0.6306
O -1.918 0.241 0.116  -0.5453
N -0.286 -4.467 0.537  0.0706
H -0.629 -5.725 2.187  0.3404
H 2.154 4.958 -0.605  0.6467

Atoms 1-2, force components in eV/Å:
0.00 0.00 0.00
0.00 -0.07 0.00

Results
Kohn-Sham gap: 5.76 eV
Net charge: +2
HOMO energy: -0.484 Ha

The following is a DFT calculation (the ωB97M-V functional and the def2-TZVPD basis) of C12H27Cl2MnN2OP2 as an isolated structure.

Last column: Mulliken charge in e.
Element x y z (Å)
H -1.662 -2.850 1.681  0.4232
C 2.746 -1.172 -2.040  -1.1017
H 0.067 -0.642 -3.433  0.3451
H 1.954 2.587 -2.005  0.3839
Mn 0.197 -0.298 0.363  -0.0672
H -0.681 -2.167 2.984  0.3465
P 1.566 0.216 -1.764  0.8268
H -4.203 -0.857 1.409  0.4369
H 0.091 1.136 -3.443  0.4059
C 3.152 -0.038 1.458  -0.4860
H 0.544 0.817 4.567  0.2560
H 3.374 -1.004 -2.926  0.4482
H 1.438 0.227 -4.200  0.3986
H 3.324 0.122 0.403  0.4077
H -4.180 -0.416 -5.200  0.3357
H -2.960 0.560 3.577  0.3958
C 2.607 1.713 -1.889  -1.0443
C 0.889 -0.209 4.332  -1.0984
H 3.307 1.663 -2.734  0.4247
C -2.175 0.856 2.871  -0.9179
H 1.288 -0.640 5.277  0.4063
C -1.655 -2.089 2.477  -1.1973
Cl -0.124 -2.361 -0.556  -0.3039
H -5.675 -0.660 -4.227  0.3251
C 0.712 0.238 -3.373  -1.0696
C -4.766 -0.050 -4.344  -0.9899
H -2.473 -2.277 3.186  0.4291
C -3.371 -0.608 0.730  -0.8457
C 4.034 -0.137 2.493  -0.8558
P -1.825 -0.452 1.660  1.0097
Cl -3.374 -1.816 -2.791  -0.1978
C 1.957 -0.234 3.299  0.5080
H 3.172 1.829 -0.957  0.3658
O -3.631 0.745 -2.341  -0.4767
H 2.151 -2.086 -2.162  0.4073
H -5.035 1.000 -4.493  0.2998
H -2.506 1.747 2.312  0.3991
H -1.263 1.127 3.420  0.2187
H -3.574 0.330 0.200  0.3823
H -3.248 -1.391 -0.025  0.1934
H 5.107 -0.174 2.486  0.4111
H -0.011 -0.807 4.053  0.1576
H 3.581 -0.279 4.610  0.2363
H 3.382 -1.295 -1.153  0.3532
N 1.845 -0.139 1.966  0.0365
N 3.273 -0.246 3.638  -0.0582
C -3.936 -0.148 -3.099  0.7359

Atoms 1-2, force components in eV/Å:
-0.12 0.27 0.29
-0.22 -0.08 0.64

Results
Kohn-Sham gap (alpha / beta): 5.35 / 8.05 eV
<S²>: 6.2956
Net charge: +2
HOMO energy (alpha / beta): -0.570 / -0.570 Ha
2S+1: 5

The following is a DFT calculation (the ωB97M-V functional and the def2-TZVPD basis) of a 2-piece molecular cluster, C19H41BFN3O2 overall.

Last column: Mulliken charge in e.
Element x y z (Å)
H -5.116 3.246 -0.923  0.4001
H 2.193 2.413 1.814  0.4635
H 0.857 1.509 0.280  0.3579
H -3.850 1.751 0.710  0.4599
C -0.894 3.232 -3.149  -1.8903
C -2.342 2.763 -3.038  1.9960
C 2.130 1.355 2.003  -0.7394
C 1.555 -3.476 3.530  0.3894
H -0.666 3.990 -2.399  0.4753
C 4.703 -2.766 1.061  -0.2306
H 0.779 -2.028 -0.119  0.3671
H 4.204 -1.949 0.550  0.1798
H -3.965 4.231 -2.668  0.3494
C -3.208 3.999 -3.412  -1.6853
H -5.351 2.727 -2.594  0.4262
H 6.777 -3.174 1.495  0.3517
O -1.650 1.695 -1.139  -0.3860
C 1.859 -0.308 -0.021  -1.0251
H -3.712 3.871 -4.371  0.3346
H 2.164 -2.864 4.196  0.3178
H 0.338 0.335 1.393  -0.0250
C 0.062 -2.251 2.146  -0.3905
H -2.476 2.042 -5.063  0.4213
H -3.819 -0.019 -4.566  0.4016
C -3.903 1.509 -1.447  1.8436
H -3.198 -0.373 -2.238  0.2752
H 6.023 -2.109 2.679  0.2943
H 1.405 -0.182 -0.992  0.6051
C -3.951 0.954 -0.027  -1.7816
H 2.918 -0.161 -0.179  0.2065
C -5.168 2.378 -1.581  -1.9688
C 0.175 -2.756 3.576  -0.9625
H 1.695 -4.113 1.538  0.3551
C -3.831 0.841 -3.893  -0.4406
C -2.534 1.629 -4.055  -1.4733
H -4.933 -0.159 -2.332  0.4133
H -4.688 1.448 -4.193  0.2804
O 4.276 -3.996 3.240  -0.6143
C 6.083 -2.364 1.630  -1.2156
N 1.469 -1.952 1.753  0.5005
H 1.614 1.279 2.952  0.2759
C 2.125 -3.282 2.083  -0.4012
H -2.599 4.900 -3.479  0.4748
H -0.182 2.415 -3.040  0.2530
H 3.662 -0.256 1.914  0.0332
H 1.983 -1.316 2.365  0.1621
H 3.879 0.984 3.179  0.3391
H 0.205 -1.900 4.229  0.3355
H 4.229 1.337 1.538  0.3506
H 4.825 -3.565 0.333  0.4240
H -3.169 0.216 0.154  0.2055
F 1.513 -4.741 3.955  -0.3578
C 1.224 0.715 0.909  0.2051
H -0.669 -1.498 1.897  0.3175
H 4.447 -3.404 3.990  0.3437
C -3.982 0.362 -2.453  -1.2183
H -4.907 0.460 0.139  0.4351
N -2.657 2.317 -1.645  0.1748
H 6.428 -1.474 1.125  0.3564
H -0.616 -3.446 3.816  0.4113
H -0.208 -3.125 1.568  0.4273
H -6.045 1.799 -1.294  0.4284
B 3.746 -3.343 2.163  -0.0838
H -0.739 3.672 -4.134  0.4685
H -1.698 0.926 -3.966  0.3328
N 1.637 -1.738 0.334  -0.4368
C 3.544 0.791 2.173  -0.8935

Atoms 1-2, force components in eV/Å:
0.03 0.00 0.00
0.13 0.41 -0.07

Results
Kohn-Sham gap (alpha / beta): 7.86 / 8.86 eV
<S²>: 0.7541
Net charge: +1
HOMO energy (alpha / beta): -0.390 / -0.427 Ha
2S+1: 2

The following is a DFT calculation (the ωB97M-V functional and the def2-TZVPD basis) of an isolated ion of composition C6H12N and charge +1.

Last column: Mulliken charge in e.
Element x y z (Å)
C -2.225 -0.773 -0.422  -0.9782
H -1.790 1.363 -0.706  0.4153
C 1.397 -0.323 -0.923  -0.0714
H 2.253 1.617 -1.255  0.2490
C 2.270 0.492 -1.428  -0.7506
H 3.069 0.132 -1.924  0.3383
N 0.186 0.162 0.033  0.0061
H -3.105 -0.835 0.176  0.3226
H -0.394 -0.784 1.829  0.3078
H -2.502 -0.704 -1.474  0.3532
C -1.538 0.492 -0.074  -0.2512
C 0.432 -0.631 1.228  -0.3376
H 1.067 -1.492 1.153  0.2677
H 1.662 1.191 1.112  0.3430
H -1.592 -1.674 -0.315  0.3293
H 0.162 1.573 1.648  0.2162
H -1.586 0.783 0.920  0.2499
C 0.746 0.784 1.269  -0.4251
H 1.487 -1.372 -0.848  0.4160

Atoms 1-2, force components in eV/Å:
0.62 -0.27 -1.30
0.79 -0.54 0.04

Results
Kohn-Sham gap: 11.98 eV
Net charge: +1
HOMO energy: -0.558 Ha

The following is a DFT calculation (the ωB97M-V functional and the def2-TZVPD basis) of the molecule C8H16O2.

Last column: Mulliken charge in e.
Element x y z (Å)
H 0.696 -2.834 0.567  0.3535
C 1.018 -0.288 -0.700  0.6580
C -0.146 -0.979 0.036  0.5153
O -0.177 -2.603 0.241  -0.6609
H 0.821 -0.670 -2.827  0.4722
H -1.888 -1.976 0.179  0.3299
O -1.804 -1.255 -1.768  -0.5315
H 1.038 2.679 -0.581  0.3713
C -0.837 0.329 2.266  -1.7248
H 1.901 -0.942 -0.610  0.2957
C 0.225 -0.202 1.321  0.3051
H 0.022 0.825 -2.291  0.3935
H 0.920 -0.833 1.898  0.3132
H 1.792 0.760 -2.424  0.4018
C 1.069 0.770 0.445  0.1314
H -0.583 2.032 -0.259  0.3339
H -2.008 0.081 -0.291  0.2264
H 2.083 0.940 0.835  0.3306
C 0.901 0.182 -2.139  -1.9029
H 0.376 2.728 1.064  0.3787
H -0.963 -1.358 -2.225  0.3032
H -1.534 1.011 1.759  0.3134
H -1.426 -0.494 2.696  0.4069
H -0.372 0.882 3.095  0.4171
C 0.434 2.121 0.149  -1.6134
C -1.556 -0.906 -0.433  -0.8178

Atoms 1-2, force components in eV/Å:
0.28 -0.24 0.05
0.52 -0.43 0.04

Results
Kohn-Sham gap: 10.28 eV
HOMO energy: -0.350 Ha

The following is a DFT calculation (the ωB97M-V functional and the def2-TZVPD basis) of C8H18NaO8 as an isolated structure.

Last column: Mulliken charge in e.
Element x y z (Å)
C 13.648 5.786 -1.224  -0.6558
O 13.744 3.103 -0.812  -0.4950
C 14.913 -1.676 2.562  -0.6452
H 18.314 -3.561 -0.457  0.2923
H 13.923 -2.018 2.863  0.2073
H 14.575 5.487 -0.736  0.3281
Na 18.082 1.716 -1.345  0.8340
H 16.894 5.288 -4.629  0.1266
H 9.534 3.021 -0.296  0.3022
C 21.701 1.966 2.120  -0.6252
H 22.190 1.005 1.958  0.1591
H 9.899 4.307 -1.415  0.2903
O 17.276 -3.888 1.370  -0.2875
C 16.742 -2.682 1.470  0.8130
H 19.214 -3.496 1.110  0.3274
H 18.401 5.755 -5.471  0.1898
H 10.137 4.343 0.357  0.2986
O 11.480 3.031 -0.701  -0.3160
O 17.174 -1.625 0.972  -0.5664
O 18.519 5.218 -3.434  -0.8350
H 22.327 2.618 2.729  0.2027
H 17.677 6.825 -4.326  0.1550
H 13.739 5.961 -2.296  0.2827
H 20.931 1.754 2.862  0.1594
O 21.238 2.512 0.971  -0.8138
C 17.866 5.769 -4.521  -0.5610
C 12.685 3.609 -0.867  0.7587
H 18.619 -5.036 0.509  0.2121
H 13.491 6.775 -0.791  0.2383
C 10.288 3.764 -0.554  -0.6814
C 18.407 -3.967 0.550  -0.6535
O 12.540 4.974 -0.946  -0.3523
H 14.822 -1.042 1.679  0.3294
H 15.365 -1.139 3.396  0.2778
O 15.671 -2.772 2.314  -0.2969

Atoms 1-2, force components in eV/Å:
1.00 1.14 0.08
0.95 -1.82 -0.32

Results
Kohn-Sham gap: 3.82 eV
Net charge: -1
HOMO energy: -0.093 Ha

| no. | electronic energy (eV) |
| --- | --- |
| 1 | -121849.40266 |
| 2 | -92839.94265 |
| 3 | -32318.43208 |
| 4 | -7896.16104 |
| 5 | -12648.31508 |
| 6 | -29379.56869 |